(1)
C7H10 | ωB97M-V with the def2-TZVPD basis set

Computed properties:
**Multiplicity**: 1
**E_LUMO**: 0.389 eV
**HOMO energy**: -8.41 eV
**ΔE to the lowest compared entry with this formula, charge and spin**: 3.956 eV

```
17
C7H10 (ωB97M-V with the def2-TZVPD basis set)
C -0.086 -0.795 -1.602
C 0.539 1.607 -0.174
C 1.377 0.567 0.510
C 0.495 -0.597 0.942
C -0.932 -0.124 0.802
C -0.849 1.315 0.314
C -0.373 -1.148 -0.158
H -0.102 0.291 -1.783
H 0.901 -1.148 -1.919
H -0.831 -1.221 -2.279
H 1.752 1.138 1.381
H 2.278 0.301 -0.057
H 0.807 -1.251 1.751
H -1.706 -0.423 1.506
H -0.926 2.026 1.159
H -1.622 1.628 -0.397
H -0.721 -2.167 0.005
```

***

(2)
C7H10 | ωB97M-V with the def2-TZVPD basis set

Computed properties:
**Multiplicity**: 1
**E_LUMO (spin up / spin down)**: -0.414 / -0.487 eV
**HOMO energy (spin up / spin down)**: -8.59 / -7.99 eV
**SMILES**: C=C[C@@H]1C=C=CC1.[H][H]
**ΔE to the lowest compared entry with this formula, charge and spin**: 5.489 eV

```
17
C7H10 (ωB97M-V with the def2-TZVPD basis set)
C -1.575 0.936 -0.793
C -1.189 -0.302 -0.510
C 0.223 -0.822 -0.473
C 0.839 -0.937 0.928
C 1.492 0.203 1.222
C 1.618 0.977 0.123
C 1.290 0.156 -1.101
H -2.612 1.249 -0.739
H -0.879 1.719 -1.065
H -1.948 -1.021 -0.208
H 0.232 -1.816 -0.936
H 0.916 -1.878 1.468
H 1.719 2.058 0.103
H 0.932 0.752 -1.946
H 2.137 -0.432 -1.466
H -1.938 -0.517 2.814
H -1.256 -0.323 2.580
```

***

(3)
C7H10 | ωB97M-V with the def2-TZVPD basis set

Computed properties:
**Multiplicity**: 1
**E_LUMO**: 1.167 eV
**HOMO energy**: -8.09 eV
**SMILES**: C1C[C@H]2[C@@H]1[C@H]1C[C@@H]21
**ΔE to the lowest compared entry with this formula, charge and spin**: 4.871 eV

```
17
C7H10 (ωB97M-V with the def2-TZVPD basis set)
C -1.393 0.803 0.358
C -1.498 -0.678 -0.098
C -0.190 -0.519 -0.923
C -0.147 0.982 -0.537
C 1.223 0.727 0.097
C 1.253 -0.176 1.290
C 1.222 -0.697 -0.310
H -2.241 1.430 0.070
H -1.189 0.926 1.425
H -1.497 -1.431 0.694
H -2.362 -0.860 -0.746
H -0.206 -0.846 -1.963
H -0.159 1.766 -1.295
H 2.092 1.349 -0.095
H 2.282 -0.263 1.646
H 0.786 -1.204 1.073
H 2.024 -1.308 -0.687
```

***

(4)
C7H10 | ωB97M-V with the def2-TZVPD basis set

Computed properties:
**Multiplicity**: 1
**E_LUMO**: 1.168 eV
**HOMO energy**: -9.39 eV
**ΔE to the lowest compared entry with this formula, charge and spin**: 2.957 eV

```
17
C7H10 (ωB97M-V with the def2-TZVPD basis set)
C 1.467 -0.720 -0.184
C 0.928 0.691 0.159
C -0.028 0.946 -1.011
C -0.901 -0.225 -0.667
C -1.458 0.308 0.789
C -0.054 -0.043 1.200
C 0.050 -1.155 0.158
H 1.833 -0.890 -1.203
H 2.181 -1.086 0.558
H 1.583 1.513 0.448
H 0.445 0.894 -1.991
H -0.628 1.860 -0.941
H -1.510 -0.704 -1.457
H -1.773 1.346 0.984
H -2.224 -0.401 0.559
H 0.361 -0.159 2.207
H -0.271 -2.174 0.391
```

***

(5)
C7H10 | ωB97M-V with the def2-TZVPD basis set

Computed properties:
**Multiplicity**: 1
**E_LUMO (spin up / spin down)**: 0.608 / 0.358 eV
**HOMO energy (spin up / spin down)**: -8.68 / -7.98 eV
**ΔE to the lowest compared entry with this formula, charge and spin**: 8.229 eV

```
17
C7H10 (ωB97M-V with the def2-TZVPD basis set)
C 0.265 -1.234 -1.734
C 0.524 0.908 -1.478
C -0.624 -0.060 -1.054
C 0.989 -0.395 -0.756
C -0.063 -0.473 0.291
C -0.579 -1.476 1.257
C -0.135 2.266 1.605
H 0.064 -2.309 -1.403
H 0.348 -1.203 -2.759
H 0.864 0.878 -2.538
H 0.599 1.847 -0.877
H -1.567 -1.316 1.545
H 0.022 -1.540 2.213
H -0.413 -2.482 0.877
H -0.943 2.507 0.909
H 0.911 2.636 1.642
H -0.263 1.445 2.259
```

***

(6)
C7H10 | ωB97M-V with the def2-TZVPD basis set

Computed properties:
**Multiplicity**: 1
**E_LUMO**: 0.863 eV
**HOMO energy**: -7.17 eV
**ΔE to the lowest compared entry with this formula, charge and spin**: 4.155 eV

```
17
C7H10 (ωB97M-V with the def2-TZVPD basis set)
C 1.730 -1.323 0.000
C 0.226 -1.606 0.003
C 1.502 -0.002 0.009
C -0.091 -0.307 0.026
C 2.227 1.286 -0.087
C -2.545 -0.222 0.265
C -1.235 0.556 -0.064
H 2.530 -1.968 -0.011
H -0.431 -2.449 -0.209
H 1.604 1.983 -0.569
H 3.205 1.146 -0.650
H 2.512 1.757 0.892
H -2.755 -0.481 1.317
H -2.543 -1.090 -0.289
H -3.550 0.331 0.061
H -1.096 1.545 0.525
H -1.290 0.844 -1.217
```

***

(7)
C7H10 | ωB97M-V with the def2-TZVPD basis set

Computed properties:
**Multiplicity**: 1
**E_LUMO**: 1.158 eV
**HOMO energy**: -8.85 eV
**SMILES**: C[C@@H]1[C@@H]2C=CC[C@H]12
**ΔE to the lowest compared entry with this formula, charge and spin**: 1.672 eV

```
17
C7H10 (ωB97M-V with the def2-TZVPD basis set)
C -1.882 0.492 -0.019
C -1.072 -0.785 -0.124
C 0.172 -0.993 0.723
C 0.807 0.208 1.323
C 1.547 0.853 0.424
C 1.188 0.414 -0.986
C 0.304 -0.818 -0.763
H -2.301 0.769 -0.994
H -2.718 0.393 0.683
H -1.257 1.324 0.320
H -1.681 -1.652 -0.395
H 0.624 -1.816 1.277
H 0.719 0.359 2.395
H 2.347 1.546 0.658
H 0.674 1.231 -1.515
H 2.061 0.148 -1.593
H 0.468 -1.673 -1.415
```

***

(8)
C7H10 | ωB97M-V with the def2-TZVPD basis set

Computed properties:
**Multiplicity**: 1
**E_LUMO**: 0.870 eV
**HOMO energy**: -8.39 eV
**ΔE to the lowest compared entry with this formula, charge and spin**: 4.529 eV

```
17
C7H10 (ωB97M-V with the def2-TZVPD basis set)
C 1.936 0.062 0.000
C 0.422 0.064 0.027
C -0.431 -0.796 1.021
C -1.580 -0.465 0.003
C -0.462 -0.574 -1.086
C -1.751 1.035 0.250
C -0.348 1.371 0.201
H 2.315 0.664 -0.838
H 2.346 0.481 0.929
H 2.330 -0.957 -0.112
H -0.537 -0.436 2.053
H -0.156 -1.858 1.010
H -2.488 -1.071 -0.055
H -0.594 -0.013 -2.023
H -0.193 -1.615 -1.303
H -0.860 1.850 -0.746
H 0.051 2.257 0.669
```